A structure of composition C32H32BrN4O2Re, computed with ωB97M-V/def2-TZVPD.

The calculation puts the molar mass at 770.7 g mol⁻¹. The calculation puts the energy relative to the best compared isomer or geometry (same formula, charge and spin) at 0.8956 eV. The charge is +3. The HOMO-LUMO gap (alpha / beta) comes out at 5.37 / 5.39 eV. As for the spin multiplicity: 4.

CARTESIAN COORDINATES (ANGSTROEM)
Re 0.5545 0.2165 -0.2479
C 2.3080 -2.4014 2.9868
C 2.3953 -1.4946 1.7482
C 3.7978 -0.8916 1.6879
C 1.2593 -0.4366 1.8293
C 1.5950 0.8937 2.2817
C 0.7303 1.6545 3.0254
C -0.5262 1.1501 3.4188
C -1.4323 1.9399 4.2932
C -0.9043 -0.1333 2.9830
C -0.0479 -0.9021 2.2389
H 3.1448 -3.0988 2.9856
H 1.3909 -2.9879 3.0208
H 2.3742 -1.8052 3.8990
H 2.2305 -2.1286 0.8688
H 4.0707 -0.4700 2.6568
H 3.9283 -0.1131 0.9374
H 4.5161 -1.6822 1.4739
H 2.5786 1.2838 2.0510
H 1.0332 2.6386 3.3612
H -2.4178 2.0390 3.8320
H -1.0361 2.9263 4.5194
H -1.5870 1.4032 5.2338
H -1.8664 -0.5301 3.2827
H -0.3317 -1.9163 1.9845
O -1.7309 2.8018 -2.5457
C -1.7159 3.9711 -1.7845
C -2.1934 5.1490 -2.3230
C -2.2097 6.2976 -1.5409
C -1.7591 6.2658 -0.2286
C -1.3061 5.0748 0.3136
C -1.2856 3.9146 -0.4558
C -0.9153 2.6196 0.1785
O 0.3217 2.0368 -0.3807
N -1.9770 1.6295 0.0550
N -1.4785 0.3407 -0.1923
C -2.3528 -0.5856 -0.5046
C -2.0364 -1.9028 -0.8589
Br -0.1468 -2.2706 -0.9439
C -3.0093 -2.8242 -1.1837
C -3.0428 -4.1724 -1.6026
C -1.9236 -5.0273 -1.7575
C -2.0998 -6.3186 -2.1866
C -3.3838 -6.7945 -2.4750
C -4.4998 -5.9790 -2.3264
C -4.3332 -4.6839 -1.8910
H -0.8965 2.7244 -3.0206
H -2.5399 5.1610 -3.3476
H -2.5796 7.2223 -1.9626
H -1.7745 7.1631 0.3738
H -0.9793 5.0429 1.3465
H -0.6665 2.7757 1.2320
H -2.6042 1.8909 -0.7017
H -3.4042 -0.3084 -0.4978
H -3.9966 -2.3731 -1.0983
H -0.9219 -4.6945 -1.5345
H -1.2480 -6.9739 -2.3022
H -3.5073 -7.8144 -2.8159
H -5.4873 -6.3579 -2.5485
H -5.1973 -4.0421 -1.7712
N 7.3419 0.7628 -3.3738
C 6.3058 0.6751 -2.8873
C 5.0148 0.5604 -2.2798
C 4.3502 1.6901 -1.8041
C 3.1106 1.5405 -1.2264
N 2.5164 0.3318 -1.0885
C 3.1669 -0.7567 -1.5571
C 4.4011 -0.6867 -2.1554
H 4.7930 2.6727 -1.8876
H 2.5620 2.3950 -0.8561
H 2.6775 -1.7134 -1.4356
H 4.8836 -1.5836 -2.5174